--- P ---
Below is a cluster of 2 separate species, C6H16N2 in total, with properties calculated with ωB97M-V/def2-TZVPD.

```
! wB97M-V def2-TZVPD RIJCOSX def2/J DEFGRID3
* xyz 0 1
N 0.832 -1.663 -0.360
C 0.161 -0.522 -0.031
C 0.948 0.631 0.546
N 0.035 1.336 1.316
C -1.448 -3.065 -2.755
C -0.475 -2.014 -3.273
C 0.610 2.440 2.014
C -0.388 3.136 2.929
H -0.941 -1.028 -3.354
H 1.746 -1.596 0.110
H -0.493 -0.244 -0.875
H -0.581 -0.726 0.813
H 1.767 0.164 1.157
H 1.535 1.239 -0.174
H -2.302 -3.179 -3.416
H -0.943 -4.030 -2.694
H -1.757 -2.839 -1.736
H 0.370 -1.959 -2.593
H -0.148 -2.289 -4.283
H 1.475 2.121 2.621
H 1.019 3.149 1.275
H 0.069 4.004 3.409
H -1.300 3.420 2.404
H -0.695 2.438 3.709
*
```

Results
HOMO level   -7.57 eV
LUMO energy   -0.100 hartree

Atom charges from the natural (NBO) analysis, given in e for atoms 1 to 5: -0.4601, -0.2823, -0.2860, -0.2821, -0.6013

---

--- Q ---
Below is an isolated molecule of C6H16N2, with properties calculated with ωB97M-V/def2-TZVPD.

```
! wB97M-V def2-TZVPD RIJCOSX def2/J DEFGRID3
* xyz 0 1
C 3.778 1.802 0.815
C 2.826 1.193 -0.236
N 1.714 0.499 0.446
C 0.668 0.075 -0.473
C -0.567 -0.317 0.381
N -1.628 -0.829 -0.465
C -2.896 -1.082 0.282
C -4.007 -1.251 -0.743
H 4.173 1.076 1.534
H 3.192 2.478 1.430
H 4.651 2.167 0.278
H 3.387 0.444 -0.798
H 2.365 2.014 -0.772
H 2.055 -0.220 1.061
H 0.430 0.898 -1.146
H 1.003 -0.739 -1.135
H -0.125 -0.982 1.135
H -0.915 0.594 0.861
H -1.299 -1.694 -0.884
H -2.832 -1.982 0.889
H -3.041 -0.137 0.802
H -3.948 -0.606 -1.623
H -5.014 -1.196 -0.340
H -3.970 -2.205 -1.297
*
```

Results
HOMO level   -8.57 eV
LUMO energy   0.041 hartree
SMILES   CCNCCNCC

Atom charges from the natural (NBO) analysis, given in e for atoms 1 to 5: -0.6160, -0.2116, -0.6427, -0.2087, -0.2140

---

Energy comparison, zero being the most stable, in kcal/mol: P 120.0; Q 0.0.